No. 1
Density functional theory data (the ωB97M-V functional and the def2-TZVPD basis) for a structure of composition C4H8O3.

```
15
C4H8O3 (the ωB97M-V functional and the def2-TZVPD basis)
C 1.33 2.43 -0.48
O 0.87 1.44 0.46
C 0.08 0.51 -0.02
O -0.17 0.42 -1.28
C -0.72 -0.40 0.73
C -0.48 -1.88 0.50
O -1.67 -2.47 -0.01
H 0.55 2.66 -1.20
H 1.60 3.30 0.12
H 2.21 2.05 -1.00
H -1.00 -0.12 1.74
H -1.10 -0.21 -0.74
H 0.34 -2.02 -0.21
H -0.19 -2.37 1.45
H -1.51 -3.42 -0.10
```

Summary:
**Net charge**: 0
**Energy above the lowest of the compared OMol25 structures with the same formula, charge and spin**: 4.151 eV
**HOMO-LUMO gap**: 0.340 Eh
**Maximum force**: 0.42 eV Å⁻¹
**2S+1**: 1
**Electronic energy**: -10416.852 eV

Which charges does Löwdin predict for the atoms? In e, they are: number 1, C, carries -0.024; number 2, O, carries 0.012; number 3, C, carries -0.512; number 4, O, carries 0.043; number 5, C, carries -0.087; number 6, C, carries -0.291; number 7, O, carries -0.081; number 8, H, carries 0.098; number 9, H, carries 0.095; number 10, H, carries 0.100; number 11, H, carries 0.107; number 12, H, carries 0.227; number 13, H, carries 0.119; number 14, H, carries 0.113; number 15, H, carries 0.081

No. 2
Density functional theory data (the ωB97M-V functional and the def2-TZVPD basis) for a cluster of 2 separate species, C4H14NOS in total in a non-equilibrium geometry.

```
21
C4H14NOS (the ωB97M-V functional and the def2-TZVPD basis)
C -0.55 1.97 0.67
C -0.81 0.50 0.17
C 0.00 0.13 -1.09
C -0.22 -1.23 -1.70
S -1.51 -2.31 -0.91
N -0.26 -0.34 1.36
H 0.55 2.17 0.57
H -0.95 2.06 1.67
H -0.94 2.70 -0.03
H -1.89 0.43 0.13
H -0.46 0.96 -1.67
H 1.04 0.35 -0.99
H 0.65 -1.83 -1.67
H -0.56 -1.06 -2.68
H -2.51 -2.06 -1.72
H 0.78 -0.32 1.38
H -0.61 -1.31 1.32
H -0.57 0.03 2.24
H 3.19 0.41 1.27
H 3.07 -1.01 0.70
O 2.55 -0.25 0.98
```

Summary:
**Net charge**: +1
**Energy above the lowest of the compared OMol25 structures with the same formula, charge and spin**: 0.577 eV
**HOMO-LUMO gap**: 0.365 Eh
**Maximum force**: 2.86 eV Å⁻¹
**2S+1**: 1
**Electronic energy**: -18741.610 eV

Which charges does Löwdin predict for the atoms? In e, they are: number 1, C, carries -0.033; number 2, C, carries -0.338; number 3, C, carries -0.222; number 4, C, carries -0.460; number 5, S, carries 0.752; number 6, N, carries 0.185; number 7, H, carries 0.098; number 8, H, carries 0.083; number 9, H, carries 0.094; number 10, H, carries 0.138; number 11, H, carries 0.135; number 12, H, carries 0.102; number 13, H, carries 0.050; number 14, H, carries 0.064; number 15, H, carries -0.140; number 16, H, carries 0.109; number 17, H, carries 0.114; number 18, H, carries 0.142; number 19, H, carries 0.080; number 20, H, carries 0.079; number 21, O, carries -0.033

No. 3
Density functional theory data (the ωB97M-V functional and the def2-TZVPD basis) for a structure of composition C36H29BiCl2N5O6S2.

```
81
C36H29BiCl2N5O6S2 (the ωB97M-V functional and the def2-TZVPD basis)
Bi -0.66 0.87 -0.59
S 0.48 0.69 1.79
C 0.56 -1.04 2.17
N 1.42 -1.54 2.97
N 2.34 -0.74 3.51
C 3.32 -1.24 4.35
C 3.39 -2.60 4.67
C 4.40 -3.05 5.51
C 5.34 -2.17 6.04
C 5.26 -0.82 5.71
C 4.26 -0.36 4.88
N -0.32 -2.03 1.68
N -1.17 -1.64 0.87
C -2.04 -2.66 0.38
C -2.42 -2.61 -0.95
C -3.26 -3.59 -1.46
C -3.75 -4.59 -0.63
C -3.39 -4.62 0.71
C -2.53 -3.66 1.22
H 2.37 0.23 3.21
H 2.66 -3.27 4.25
H 4.44 -4.10 5.76
H 6.12 -2.53 6.70
H 5.99 -0.13 6.12
H 4.21 0.70 4.63
H -2.04 -1.83 -1.60
H -3.55 -3.55 -2.50
H -4.43 -5.33 -1.03
H -3.78 -5.39 1.36
H -2.22 -3.67 2.26
C -3.73 1.43 2.19
C -4.43 0.49 1.26
C -5.15 -0.59 1.74
C -5.80 -1.45 0.86
Cl -6.70 -2.80 1.51
C -5.75 -1.25 -0.50
C -5.02 -0.18 -1.00
C -4.37 0.68 -0.13
O -3.62 1.76 -0.54
C -3.77 2.20 -1.90
C -2.94 1.37 -2.91
O -3.56 0.75 -3.78
O -1.68 1.44 -2.78
H -4.01 1.22 3.22
H -3.99 2.47 1.96
H -2.65 1.35 2.11
H -5.21 -0.76 2.80
H -6.24 -1.94 -1.17
H -4.93 -0.05 -2.07
H -3.40 3.22 -1.90
H -4.83 2.19 -2.18
Cl 2.65 6.08 -4.47
C 1.74 5.25 -3.23
C 2.40 4.78 -2.10
C 1.67 4.12 -1.12
C 0.30 3.91 -1.25
C -0.45 3.15 -0.22
C -0.33 4.39 -2.40
C 0.38 5.06 -3.38
H 3.46 4.92 -2.00
H 2.19 3.73 -0.25
H -1.49 3.49 -0.13
H 0.03 3.22 0.76
H -1.38 4.21 -2.54
H -0.11 5.42 -4.27
O 1.52 -1.19 -0.67
C 1.95 -0.41 -1.51
N 1.24 0.72 -1.82
S 1.54 1.51 -3.26
O 3.22 1.64 -3.05
O 1.37 0.57 -4.35
C 3.86 0.44 -2.87
C 5.14 0.29 -3.41
C 5.81 -0.90 -3.22
C 5.23 -1.95 -2.51
C 3.96 -1.79 -1.98
C 3.28 -0.59 -2.15
H 5.57 1.11 -3.96
H 6.81 -1.02 -3.64
H 5.76 -2.88 -2.37
H 3.49 -2.57 -1.40
```

Summary:
**Net charge**: -1
**Energy above the lowest of the compared OMol25 structures with the same formula, charge and spin**: 0.094 eV
**HOMO-LUMO gap**: 0.270 Eh
**Maximum force**: 0.65 eV Å⁻¹
**2S+1**: 1
**Electronic energy**: -110095.883 eV

Which charges does Löwdin predict for the atoms? In e, they are: number 1, Bi, carries 1.635; number 2, S, carries 0.506; number 3, C, carries -0.761; number 4, N, carries 0.046; number 5, N, carries -0.022; number 6, C, carries -0.241; number 7, C, carries -0.033; number 8, C, carries -0.101; number 9, C, carries -0.122; number 10, C, carries -0.108; number 11, C, carries -0.041; number 12, N, carries 0.048; number 13, N, carries -0.033; number 14, C, carries -0.257; number 15, C, carries -0.030; number 16, C, carries -0.085; number 17, C, carries -0.100; number 18, C, carries -0.097; number 19, C, carries -0.033; number 20, H, carries 0.064; number 21, H, carries 0.099; number 22, H, carries 0.097; number 23, H, carries 0.090; number 24, H, carries 0.096; number 25, H, carries 0.107; number 26, H, carries 0.098; number 27, H, carries 0.107; number 28, H, carries 0.098; number 29, H, carries 0.099; number 30, H, carries 0.105; number 31, C, carries -0.024; number 32, C, carries -0.197; number 33, C, carries -0.071; number 34, C, carries -0.666; number 35, Cl, carries 0.633; number 36, C, carries -0.107; number 37, C, carries 0.006; number 38, C, carries -0.236; number 39, O, carries -0.126; number 40, C, carries -0.097; number 41, C, carries -0.675; number 42, O, carries 0.013; number 43, O, carries -0.223; number 44, H, carries 0.079; number 45, H, carries 0.086; number 46, H, carries 0.054; number 47, H, carries 0.110; number 48, H, carries 0.108; number 49, H, carries 0.105; number 50, H, carries 0.113; number 51, H, carries 0.128; number 52, Cl, carries 0.626; number 53, C, carries -0.682; number 54, C, carries -0.125; number 55, C, carries -0.069; number 56, C, carries -0.347; number 57, C, carries -0.305; number 58, C, carries -0.058; number 59, C, carries -0.110; number 60, H, carries 0.105; number 61, H, carries 0.119; number 62, H, carries 0.046; number 63, H, carries 0.015; number 64, H, carries 0.100; number 65, H, carries 0.105; number 66, O, carries -0.014; number 67, C, carries -0.536; number 68, N, carries -0.321; number 69, S, carries 0.942; number 70, O, carries -0.236; number 71, O, carries -0.390; number 72, C, carries -0.280; number 73, C, carries -0.005; number 74, C, carries -0.081; number 75, C, carries -0.085; number 76, C, carries -0.006; number 77, C, carries -0.087; number 78, H, carries 0.118; number 79, H, carries 0.100; number 80, H, carries 0.097; number 81, H, carries 0.120

No. 4
Density functional theory data (the ωB97M-V functional and the def2-TZVPD basis) for an isolated molecule of C4H6Cl2O in a non-equilibrium geometry.

```
13
C4H6Cl2O (the ωB97M-V functional and the def2-TZVPD basis)
C 0.67 -1.35 -0.04
C -0.27 -0.19 0.11
C 0.41 1.13 0.31
O 0.73 1.83 -0.91
C -1.72 -0.22 0.08
Cl -2.57 1.26 0.17
Cl -2.55 -1.63 -0.20
H 1.60 -1.16 0.31
H 0.71 -1.52 -1.04
H 0.22 -2.32 0.51
H -0.14 1.92 0.72
H 1.32 0.83 1.04
H 1.59 1.42 -1.07
```

Summary:
**Net charge**: 0
**Energy above the lowest of the compared OMol25 structures with the same formula, charge and spin**: 1.988 eV
**HOMO-LUMO gap**: 0.340 Eh
**Maximum force**: 6.40 eV Å⁻¹
**2S+1**: 1
**Electronic energy**: -31335.430 eV

Which charges does Löwdin predict for the atoms? In e, they are: number 1, C, carries -0.062; number 2, C, carries -0.327; number 3, C, carries -0.285; number 4, O, carries -0.053; number 5, C, carries -1.146; number 6, Cl, carries 0.676; number 7, Cl, carries 0.684; number 8, H, carries 0.029; number 9, H, carries 0.047; number 10, H, carries 0.136; number 11, H, carries 0.064; number 12, H, carries 0.159; number 13, H, carries 0.080

No. 5
Density functional theory data (the ωB97M-V functional and the def2-TZVPD basis) for a structure of composition CH3IN4 in a non-equilibrium geometry.

```
9
CH3IN4 (the ωB97M-V functional and the def2-TZVPD basis)
C 1.44 0.09 0.16
N -0.71 -2.99 -1.17
N -1.69 -2.48 -1.40
N 0.38 -0.53 0.27
N -2.65 -2.06 -1.94
I -4.01 -0.95 -1.13
H 2.17 -0.02 -0.62
H 1.78 0.78 0.96
H 0.17 -1.27 -0.54
```

Summary:
**Net charge**: 0
**Energy above the lowest of the compared OMol25 structures with the same formula, charge and spin**: 2.670 eV
**HOMO-LUMO gap**: 0.321 Eh
**Maximum force**: 4.27 eV Å⁻¹
**2S+1**: 1
**Electronic energy**: -15142.598 eV

Which charges does Löwdin predict for the atoms? In e, they are: number 1, C, carries -0.195; number 2, N, carries 0.194; number 3, N, carries -0.373; number 4, N, carries -0.001; number 5, N, carries -0.568; number 6, I, carries 0.796; number 7, H, carries 0.051; number 8, H, carries 0.065; number 9, H, carries 0.032

No. 6
Density functional theory data (the ωB97M-V functional and the def2-TZVPD basis) for an isolated molecule of C4H4O in a non-equilibrium geometry.

```
9
C4H4O (the ωB97M-V functional and the def2-TZVPD basis)
C 2.19 -0.48 0.39
C 1.15 -0.05 -0.04
C -0.14 0.38 -0.54
C -1.40 0.09 0.18
O -0.81 1.37 0.22
H 3.09 -0.92 0.78
H -0.45 0.15 -1.54
H -1.30 -0.65 0.95
H -2.33 0.11 -0.41
```

Summary:
**Net charge**: 0
**Energy above the lowest of the compared OMol25 structures with the same formula, charge and spin**: 3.107 eV
**HOMO-LUMO gap**: 0.401 Eh
**Maximum force**: 1.95 eV Å⁻¹
**2S+1**: 1
**Electronic energy**: -6256.273 eV

Which charges does Löwdin predict for the atoms? In e, they are: number 1, C, carries 0.126; number 2, C, carries -0.064; number 3, C, carries -0.328; number 4, C, carries -0.131; number 5, O, carries -0.006; number 6, H, carries 0.031; number 7, H, carries 0.136; number 8, H, carries 0.116; number 9, H, carries 0.120